{"formula": "C32H48Cl14F3N2O8PS", "method": "the ωB97M-V functional and the def2-TZVPD basis", "species": ["C", "C", "O", "O", "C", "C", "C", "S", "C", "O", "O", "C", "C", "C", "C", "F", "C", "F", "F", "C", "P", "O", "O", "O", "C", "N", "C", "C", "C", "O", "C", "N", "C", "H", "H", "H", "H", "H", "H", "H", "H", "H", "H", "H", "H", "H", "H", "H", "H", "H", "H", "H", "H", "Cl", "C", "C", "Cl", "H", "H", "H", "H", "Cl", "C", "C", "Cl", "H", "H", "H", "H", "Cl", "C", "C", "Cl", "H", "H", "H", "H", "Cl", "C", "C", "Cl", "H", "H", "H", "H", "Cl", "C", "C", "Cl", "H", "H", "H", "H", "Cl", "C", "C", "Cl", "H", "H", "H", "H", "Cl", "C", "C", "Cl", "H", "H", "H", "H"], "xyz": [[6.664, 0.475, 0.496], [6.375, 2.065, 0.549], [6.390, 2.725, -0.556], [6.137, 2.816, 1.762], [4.788, 2.614, 2.275], [3.757, 2.110, 1.105], [3.205, 3.149, 0.030], [3.682, 4.932, -0.056], [2.203, 6.096, 0.093], [4.676, 5.408, 0.979], [4.367, 5.124, -1.423], [2.154, 2.606, -1.066], [1.515, 3.597, -2.158], [-0.038, 4.013, -1.799], [-0.541, 3.415, -0.393], [-1.072, 2.096, -0.189], [-0.501, 4.266, 0.787], [0.026, 3.819, 2.046], [-0.973, 5.633, 0.690], [1.710, 1.073, -1.112], [0.539, 0.309, -2.368], [-0.583, -0.437, -1.570], [-0.246, 1.370, -3.437], [1.426, -0.948, -3.175], [2.318, 0.079, 0.002], [1.884, -1.308, -0.083], [2.454, -2.148, 0.931], [2.065, -3.721, 0.955], [0.610, -3.893, 1.652], [-0.090, -2.629, 1.797], [3.468, -1.599, 1.994], [3.974, -0.258, 2.120], [3.338, 0.555, 1.092], [5.934, 0.018, -0.281], [6.523, -0.019, 1.540], [7.774, 0.262, 0.215], [4.830, 1.900, 3.171], [4.302, 3.596, 2.674], [1.668, 5.896, 1.089], [1.531, 6.082, -0.834], [2.659, 7.164, 0.170], [1.590, 3.060, -3.203], [2.064, 4.594, -2.295], [-0.154, 5.171, -1.719], [-0.771, 3.709, -2.652], [0.071, 1.098, -4.348], [2.371, -0.632, -3.261], [2.851, -4.225, 1.653], [2.126, -4.191, -0.107], [-0.009, -4.613, 1.004], [0.717, -4.388, 2.696], [0.169, -2.205, 2.652], [3.894, -2.377, 2.748], [-0.710, -1.193, -4.812], [-1.893, -2.303, -4.078], [-1.938, -3.644, -4.785], [-2.622, -3.519, -6.426], [-2.868, -1.812, -4.085], [-1.591, -2.442, -3.037], [-2.576, -4.334, -4.229], [-0.944, -4.088, -4.866], [1.652, -7.140, 3.506], [1.136, -8.196, 2.168], [2.215, -8.353, 1.114], [2.500, -6.842, 0.214], [0.217, -7.784, 1.745], [0.902, -9.169, 2.606], [1.912, -9.104, 0.381], [3.164, -8.669, 1.553], [5.469, 2.271, -4.775], [4.723, 3.478, -5.849], [3.597, 4.232, -5.169], [2.184, 3.191, -4.854], [4.376, 2.964, -6.749], [5.512, 4.175, -6.139], [3.252, 5.045, -5.811], [3.918, 4.662, -4.216], [-5.467, -2.691, -3.792], [-6.464, -2.215, -2.396], [-5.898, -1.008, -1.672], [-4.369, -1.380, -0.839], [-6.552, -3.077, -1.731], [-7.459, -1.981, -2.783], [-6.602, -0.671, -0.907], [-5.716, -0.178, -2.358], [-3.202, 9.253, 3.932], [-3.719, 8.216, 2.580], [-2.635, 8.059, 1.530], [-2.329, 9.577, 0.648], [-4.631, 8.641, 2.155], [-3.965, 7.240, 3.005], [-2.942, 7.319, 0.788], [-1.693, 7.729, 1.972], [-8.742, 0.363, -0.257], [-9.048, -0.301, 1.367], [-8.832, 0.730, 2.458], [-7.116, 1.175, 2.631], [-8.403, -1.173, 1.504], [-10.086, -0.641, 1.379], [-9.151, 0.324, 3.420], [-9.400, 1.642, 2.267], [-1.511, -8.613, 3.998], [-1.821, -9.277, 5.621], [-1.611, -8.245, 6.713], [0.103, -7.796, 6.893], [-1.175, -10.147, 5.761], [-2.858, -9.619, 5.630], [-1.934, -8.652, 7.674], [-2.181, -7.334, 6.520]], "mulliken_charge": [-0.76, 0.64, -0.47, -0.30, -0.84, -0.40, 1.05, 1.42, -0.79, -0.67, -0.64, -0.87, -0.18, -0.46, 0.63, -0.22, -0.16, -0.24, -0.17, 0.22, 1.59, -0.62, -0.42, -0.52, -0.41, -0.11, 0.28, -0.39, -0.17, -0.46, -0.63, -0.40, 0.27, 0.17, 0.25, 0.36, 0.30, 0.37, 0.20, 0.16, 0.49, -0.67, 0.82, 0.37, 0.23, 0.35, 0.33, 0.31, 0.26, 0.14, 0.13, 0.30, 0.25, -0.24, -0.10, -0.55, -0.21, 0.10, 0.18, 0.37, 0.40, -0.15, -0.55, -0.55, -0.14, 0.30, 0.44, 0.33, 0.34, -0.15, -0.51, -0.28, -0.15, 0.33, 0.32, 0.43, 0.09, -0.15, -0.41, 0.00, -0.14, 0.31, 0.32, -0.25, 0.35, -0.19, -0.40, -0.30, -0.20, 0.33, 0.30, 0.22, 0.26, -0.20, -0.47, -0.41, -0.17, 0.32, 0.34, 0.29, 0.30, -0.15, -0.46, -0.44, -0.17, 0.30, 0.31, 0.31, 0.31], "lumo_ev": -1.578, "gap_ev": 7.2879, "energy_ev": -256900.628, "de_lowest_kj_mol": 1090.34, "e_homo_ev": -8.9}

***

{"formula": "CH4BrNS", "method": "the ωB97M-V functional and the def2-TZVPD basis", "species": ["N", "S", "C", "Br", "H", "H", "H", "H"], "xyz": [[1.473, -0.437, -0.019], [-0.109, -1.063, 0.007], [-0.984, 0.542, 0.017], [-2.882, 0.205, -0.003], [1.994, -0.720, 0.803], [1.969, -0.727, -0.853], [-0.721, 1.108, -0.875], [-0.739, 1.092, 0.923]], "nbo_charge": [-0.99, 0.37, -0.60, 0.02, 0.38, 0.38, 0.22, 0.22], "lumo_ev": 0.550, "gap_ev": 9.7124, "energy_ev": -83469.304, "de_lowest_kj_mol": 0.00, "e_homo_ev": -9.2}

***

{"formula": "C2H3NO2", "method": "the ωB97M-V functional and the def2-TZVPD basis", "species": ["C", "C", "N", "O", "O", "H", "H", "H"], "xyz": [[1.346, -1.154, 0.485], [-0.167, -0.032, -1.246], [-0.907, 0.510, -0.293], [0.814, -0.556, 1.394], [0.007, -0.333, -2.414], [2.379, -1.537, 0.527], [-0.608, 0.300, 0.631], [-1.430, 1.296, -0.448]], "nbo_charge": [0.24, 0.71, -0.82, -0.59, -0.51, 0.13, 0.44, 0.40], "lumo_ev": [0.254, 0.294], "gap_ev": [7.6927, 8.2607], "energy_ev": -7704.092, "de_lowest_kj_mol": 361.93, "e_homo_ev": [-7.4, -8.0]}